A molecular structure, C4H5NO at a distorted geometry. Source: the OMol25 dataset; level of theory: ωB97M-V/def2-TZVPD.

Summary:
- strongest force on any atom (eV/A) = 3.7
- electronic energy (hartree) = -285.3153
- relative energy (zero: lowest compared OMol25 entry of this formula, charge and spin) (eV) = 2.702
- charge = 0
- LUMO energy (eV) = 0.250

Positions of all 11 atoms, in Å:
C -1.551 0.328 -0.191
C -0.102 0.010 -0.488
C 0.793 -0.146 0.635
O 0.453 -0.195 1.793
C 2.221 -0.285 0.205
N 3.344 -0.209 -0.058
H -1.899 -0.331 0.601
H -2.181 0.254 -1.084
H -1.667 1.356 0.191
H 0.288 0.529 -1.392
H 0.309 -1.301 -0.194